The following is a DFT calculation (wB97M-V/def2-TZVPD) of a molecular structure, C12H23BeF3NO5P2S at a distorted geometry.

The geometry in ORCA input format:
```
! RIJCOSX wB97M-V def2-TZVPD def2/J DEFGRID3
* xyz 1 1
Be -0.196 0.147 0.221
P -1.213 -1.925 0.231
C -2.628 -1.118 -0.591
C -2.845 0.294 -0.097
N -1.691 0.960 0.172
C -1.752 2.299 0.381
C -2.957 2.953 0.555
C -4.153 2.273 0.343
C -4.077 0.927 -0.028
C -0.443 3.047 0.463
P 0.823 2.164 -0.505
H -4.976 0.362 -0.273
H -2.917 4.010 0.824
H -5.110 2.795 0.438
H -0.598 4.084 0.128
H -0.085 3.030 1.506
H -2.309 -1.090 -1.666
H -3.537 -1.738 -0.512
H 0.139 0.175 -3.704
O -0.720 -0.271 -3.450
H -1.242 -0.311 -4.263
H 1.997 0.400 -2.868
O 1.686 0.860 -3.702
H 2.407 0.858 -4.363
C 0.606 2.943 -2.101
H 0.690 4.021 -1.948
H 1.332 2.585 -2.835
H -0.378 2.655 -2.480
C 2.325 2.826 0.220
H 3.163 2.276 -0.210
H 2.422 3.899 0.030
H 2.334 2.625 1.294
C -1.829 -2.407 1.856
H -2.585 -3.190 1.729
H -0.980 -2.784 2.437
H -2.247 -1.549 2.397
C -0.778 -3.372 -0.748
H 0.257 -3.629 -0.485
H -1.463 -4.206 -0.540
H -0.814 -3.076 -1.805
F 3.603 -2.785 2.098
C 2.420 -2.150 2.232
F 1.410 -3.063 2.166
F 2.350 -1.546 3.436
S 2.204 -0.822 0.923
O 3.311 0.078 1.114
O 2.012 -1.419 -0.389
O 0.850 -0.199 1.369
*
```

As for the calculated total energy: -62509.62996 eV. As for the LUMO energy: -3.424 eV. For the HOMO-LUMO gap, the calculation gives 8.811 eV.